The following is a quantum chemistry calculation of C21H34N4O4S in the gas phase in a non-equilibrium geometry, from the OMol25 dataset.

Structure (XYZ):
```
64
Properties=species:S:1:pos:R:3:forces:R:3
C -2.0377 -4.3589 -2.2620 -0.040 -0.177 0.168
C -1.8032 -5.0916 -0.9456 0.177 0.173 -0.031
C -1.2354 -4.1904 0.1507 -0.348 -0.096 -0.058
C -2.2303 -3.1384 0.6378 0.226 -0.102 0.075
C -1.6455 -2.3007 1.7798 0.003 -0.127 -0.057
C -0.3769 -1.5868 1.3503 -0.486 -0.003 0.260
O 0.7139 -1.8086 1.8240 0.340 -0.131 0.091
N -0.6002 -0.6534 0.3791 -0.211 0.177 -0.320
C 0.3590 0.1283 -0.2678 0.353 0.177 -0.037
C 1.6511 -0.3297 -0.4716 -0.103 -0.102 0.014
C 2.5522 0.4573 -1.1610 0.495 -0.154 -0.203
S 4.2379 -0.1237 -1.3405 0.328 0.067 0.070
O 4.2183 -1.5517 -1.4479 -0.257 -0.028 0.282
O 4.8612 0.6493 -2.3756 -0.216 0.249 0.135
N 5.0362 0.2431 0.0663 -0.373 -0.317 -0.962
C 5.3181 1.6312 0.3407 -0.141 0.638 0.166
C 4.2793 2.2210 1.3007 0.125 0.082 -0.222
O 4.1898 1.4519 2.4788 0.161 0.022 0.178
C 3.8077 0.1186 2.1984 0.025 -0.227 -0.095
C 4.8025 -0.5562 1.2474 -0.320 -0.241 0.510
C 2.1794 1.6744 -1.6927 0.143 0.033 -0.102
C 0.8867 2.1336 -1.5027 -0.091 -0.063 0.150
C -0.0328 1.3903 -0.7666 0.348 -0.189 0.012
N -1.3559 1.7957 -0.5453 -0.166 -0.078 -0.083
C -1.9399 2.7636 -1.4517 -0.325 -0.103 -0.207
C -3.4595 2.6989 -1.3080 0.202 0.186 -0.084
N -3.8404 3.0139 0.0556 0.042 -0.093 -0.029
C -5.2752 3.0883 0.2165 0.035 0.000 -0.001
C -3.2366 2.0627 0.9672 0.254 0.172 0.118
C -1.7189 2.1243 0.8258 -0.218 -0.020 0.331
H -1.1245 -3.8667 -2.5893 0.085 0.085 -0.084
H -2.8192 -3.6094 -2.1636 -0.067 0.113 -0.057
H -2.3431 -5.0614 -3.0340 -0.039 0.011 -0.127
H -1.0982 -5.9067 -1.1203 -0.057 -0.073 0.029
H -2.7413 -5.5344 -0.6019 0.009 -0.096 0.034
H -0.9388 -4.8094 1.0002 0.093 0.038 0.057
H -0.3361 -3.6954 -0.2223 0.119 -0.014 0.011
H -3.1370 -3.6342 0.9929 -0.050 0.040 -0.045
H -2.5110 -2.4867 -0.1917 -0.113 0.001 -0.017
H -2.3783 -1.5634 2.1177 0.007 0.035 0.049
H -1.3921 -2.9471 2.6207 0.037 0.103 -0.007
H -1.5534 -0.4302 0.1248 0.038 -0.076 0.044
H 1.9543 -1.3008 -0.1182 -0.066 -0.101 0.066
H 5.3282 2.1560 -0.6138 0.122 0.183 0.120
H 6.3110 1.6951 0.8005 -0.057 0.009 -0.082
H 4.5715 3.2242 1.6166 -0.038 -0.019 -0.116
H 3.2952 2.2658 0.8070 0.106 0.043 0.071
H 3.7897 -0.3977 3.1588 -0.055 -0.056 -0.095
H 2.7973 0.1038 1.7676 0.102 -0.026 0.108
H 4.4361 -1.5269 0.9175 0.058 -0.091 0.213
H 5.7630 -0.6870 1.7594 -0.073 -0.033 -0.063
H 2.9037 2.2456 -2.2505 0.038 0.124 -0.096
H 0.5992 3.0893 -1.9114 -0.056 0.096 -0.037
H -1.6577 2.5092 -2.4747 0.007 0.048 0.028
H -1.6112 3.7891 -1.2256 0.040 -0.034 -0.054
H -3.9177 3.4319 -1.9751 -0.006 -0.030 -0.018
H -3.8085 1.6922 -1.6041 0.019 0.054 -0.010
H -5.6685 3.8513 -0.4530 -0.089 0.019 -0.007
H -5.5029 3.3744 1.2421 -0.085 0.007 0.029
H -5.7796 2.1340 -0.0031 -0.018 -0.020 -0.004
H -3.5189 2.3290 1.9881 -0.001 -0.045 -0.004
H -3.5876 1.0314 0.7671 0.017 0.018 0.027
H -1.2403 1.4334 1.5203 -0.017 0.039 -0.051
H -1.3885 3.1453 1.0718 0.029 -0.077 0.021
```
Forces are in eV/Å.

The HOMO energy comes out at -0.31063 Eh. For the LUMO energy, the calculation gives 0.53 eV. As for the molar mass: 438.6 g mol⁻¹. Its energy is -47314.4837 eV. The SMILES is CCCCCC(=O)Nc1cc(S(=O)(=O)N2CCOCC2)ccc1N1CCN(C)CC1. The charge is 0.